# 1
Computed, not measured: a structure of composition C14H39FO8Si2 in a non-equilibrium geometry, with the ωB97M-V functional and the def2-TZVPD basis.

## Properties
HOMO-LUMO gap: 0.3596 hartree
charge: 0
LUMO: 0.69 eV
HOMO level: -0.3344 hartree

```
64
Properties=species:S:1:pos:R:3:forces:R:3:mulliken_charge:R:1
O -0.040 -3.536 2.135 1.43 -1.42 0.50 -0.470
C 0.289 -4.565 3.177 0.86 -0.26 0.04 -0.385
C 0.489 -3.890 4.672 -0.90 1.01 -0.90 -0.583
Si 2.284 -3.126 4.888 -2.78 0.72 -0.92 0.378
O 2.295 -1.673 3.882 3.48 -1.62 0.51 -0.089
Si 3.916 -1.256 3.347 -1.57 -1.69 -2.30 0.636
F 4.554 -2.478 2.206 -1.38 2.38 2.57 -0.419
H 0.672 -3.598 1.434 -1.32 0.10 1.38 0.303
H 1.311 -5.038 2.825 -2.08 0.56 0.90 0.264
H -0.539 -5.391 3.211 1.51 1.65 -0.20 0.231
H -0.235 -2.941 4.688 1.36 -2.05 0.07 0.212
H 0.179 -4.586 5.561 0.61 1.13 -1.82 0.362
H 2.444 -2.805 6.311 0.23 0.28 0.09 -0.147
H 3.271 -4.129 4.502 0.44 0.03 -0.28 -0.120
H 4.867 -1.086 4.448 0.03 -0.37 0.09 -0.103
H 3.772 -0.018 2.537 0.07 -0.41 0.22 -0.090
C 3.960 1.362 -0.150 0.04 -0.11 0.13 -0.758
O 4.696 2.031 0.869 0.05 0.28 -0.43 -0.206
C 5.640 2.965 0.333 -0.30 0.13 0.54 -0.562
C 5.105 4.399 0.394 0.03 -0.24 -0.60 -0.489
O 3.969 4.569 -0.459 0.02 -0.25 0.53 -0.408
C 2.741 4.510 0.259 0.02 0.15 -0.20 -0.703
H 3.085 0.897 0.309 0.11 0.03 0.04 0.141
H 3.619 2.046 -0.930 0.04 0.03 0.04 0.409
H 4.581 0.579 -0.596 -0.07 -0.01 -0.09 0.313
H 5.917 2.691 -0.692 -0.11 0.09 0.04 0.348
H 6.541 2.899 0.952 -0.02 0.03 -0.02 0.351
H 5.882 5.079 0.029 -0.02 -0.05 0.03 0.385
H 4.865 4.687 1.424 -0.02 -0.13 -0.05 0.304
H 2.572 5.462 0.772 -0.07 -0.05 0.09 0.395
H 2.723 3.695 0.987 0.08 0.01 -0.03 0.269
H 1.931 4.352 -0.458 0.15 0.05 -0.02 0.229
C -2.550 1.514 -0.854 0.10 0.07 -0.17 -0.763
O -1.260 2.080 -0.653 -0.26 0.05 0.48 -0.362
C -1.200 2.890 0.527 0.50 -0.39 -0.18 -0.561
C -0.563 2.131 1.695 -0.69 0.04 0.10 -0.126
O -1.377 1.029 2.107 0.35 0.22 -0.47 -0.435
C -0.915 -0.210 1.578 -0.03 -0.11 0.25 -0.550
H -2.458 0.701 -1.578 0.08 0.12 0.01 0.161
H -2.972 1.109 0.069 0.06 0.04 0.03 0.350
H -3.224 2.274 -1.262 -0.10 -0.07 0.02 0.390
H -2.196 3.260 0.793 0.06 -0.12 0.05 0.337
H -0.575 3.757 0.287 -0.01 0.00 0.03 0.375
H -0.486 2.809 2.553 0.01 0.01 -0.05 0.384
H 0.449 1.796 1.443 -0.08 0.00 -0.10 0.021
H -0.051 -0.554 2.157 0.00 -0.11 -0.09 0.188
H -0.641 -0.136 0.523 -0.03 0.09 0.01 0.321
H -1.717 -0.946 1.677 0.09 0.13 0.09 0.265
C -5.459 -1.115 -2.878 -0.03 0.22 -0.02 -0.673
O -4.847 -0.320 -3.888 0.25 -0.49 0.03 -0.372
C -3.564 -0.825 -4.273 -0.40 0.28 -0.43 -0.348
C -3.646 -1.629 -5.575 0.12 -0.36 0.52 -0.654
O -4.420 -2.820 -5.405 -0.18 0.53 -0.06 -0.377
C -5.753 -2.672 -5.886 0.11 -0.20 -0.02 -0.723
H -6.520 -0.859 -2.837 0.12 0.08 -0.04 0.269
H -5.369 -2.184 -3.082 0.05 0.03 -0.04 0.330
H -5.005 -0.887 -1.908 -0.03 -0.11 0.07 0.236
H -3.126 -1.425 -3.467 -0.07 -0.07 -0.10 0.331
H -2.915 0.041 -4.435 0.00 -0.04 -0.02 0.387
H -2.636 -1.942 -5.858 -0.04 0.04 0.02 0.366
H -4.047 -1.017 -6.392 -0.04 0.01 0.14 0.351
H -5.757 -2.753 -6.978 -0.11 0.06 0.00 0.320
H -6.198 -1.720 -5.589 0.09 -0.01 0.01 0.317
H -6.359 -3.482 -5.473 0.16 0.03 -0.03 0.247
```
Positions in Å, forces in eV/Å.

# 2
Computed, not measured: a cluster of 5 separate species, C14H39IN3O4 in total in a non-equilibrium geometry, with the ωB97M-V functional and the def2-TZVPD basis.

## Properties
HOMO-LUMO gap (alpha / beta): 0.3287 / 0.1566 hartree
charge: 0
LUMO (alpha / beta): 0.48 / -4.16 eV
multiplicity: 2
ΔE to the lowest compared entry with this formula, charge and spin: 28.37 kcal/mol
HOMO level (alpha / beta): -0.3110 / -0.3095 hartree

```
61
Properties=species:S:1:pos:R:3:forces:R:3:lowdin_spin:R:1
I 1.402 -7.705 3.565 -0.17 0.31 -0.57 0.949
C -0.884 -8.067 -0.949 -0.24 0.99 -0.31 0.000
C -0.989 -6.663 -0.326 -0.43 -0.57 -0.40 0.000
O -1.403 -6.842 0.997 -0.28 0.19 1.35 0.000
H -1.869 -8.517 -0.834 0.08 -0.15 0.20 0.000
H -0.141 -8.668 -0.425 0.08 -0.05 -0.23 0.000
H -0.718 -8.010 -2.025 0.40 -0.15 0.01 0.000
H -1.803 -6.113 -0.797 0.12 0.08 -0.26 0.000
H -0.104 -6.026 -0.316 0.30 -0.25 -0.58 0.000
H -0.613 -7.007 1.518 -0.04 -0.10 0.25 -0.001
C -2.291 -8.993 4.983 0.31 -1.20 0.35 0.000
C -1.265 -9.889 5.805 -1.46 1.01 -0.43 0.001
C -0.679 -11.037 5.014 -0.27 0.02 -0.39 0.004
O 0.330 -11.664 5.721 0.07 -1.48 0.37 0.002
C 0.849 -12.751 4.971 0.15 0.51 0.29 0.000
N -0.198 -9.131 6.429 -0.83 0.23 -0.61 0.006
H -2.958 -9.673 4.453 -0.20 0.05 -0.18 0.000
H -1.910 -8.271 4.260 0.40 -0.11 0.09 0.000
H -2.903 -8.474 5.721 0.03 0.20 -0.08 0.000
H -1.950 -10.249 6.573 0.43 -0.57 0.33 0.000
H -0.272 -10.707 4.058 0.20 0.60 -0.47 0.004
H -1.420 -11.780 4.721 -0.61 0.00 0.09 0.000
H 1.372 -12.335 4.110 0.47 -0.11 -0.20 0.000
H 0.111 -13.436 4.553 -0.56 0.04 0.17 0.000
H 1.502 -13.347 5.607 0.14 0.30 -0.04 0.000
H -0.638 -8.345 6.886 -0.13 0.19 0.55 0.000
H 0.230 -8.682 5.632 0.68 0.01 0.18 0.003
C 3.366 -3.947 -0.237 -0.15 -0.58 -1.25 0.000
C 2.983 -5.293 0.315 0.44 -0.29 2.54 0.000
C 3.293 -6.566 -0.550 -1.70 3.43 1.08 0.000
O 2.552 -6.269 -1.718 0.60 -0.89 -0.35 0.000
C 2.425 -7.425 -2.486 -0.99 -1.02 -1.24 0.000
N 3.618 -5.406 1.666 0.95 -0.25 0.05 0.004
H 3.295 -3.175 0.529 0.21 -0.03 -0.12 0.000
H 2.680 -3.720 -1.054 -0.04 0.25 0.02 0.000
H 4.348 -4.024 -0.703 0.26 0.38 0.32 0.000
H 1.967 -5.208 0.703 -0.96 -0.57 -1.62 0.000
H 2.785 -7.370 -0.017 0.69 -0.61 -0.06 0.001
H 4.362 -6.622 -0.755 0.05 -0.51 0.25 0.000
H 1.395 -7.493 -2.836 -0.13 0.00 0.04 0.000
H 2.640 -8.359 -1.966 -0.08 0.08 0.54 0.000
H 3.020 -7.523 -3.393 0.54 0.75 -0.06 0.000
H 3.205 -6.173 2.177 0.16 -0.57 -0.25 0.002
H 3.249 -4.639 2.209 0.29 0.56 0.03 0.000
C 4.574 -8.611 5.882 0.57 0.70 0.70 0.000
C 3.582 -9.325 6.771 0.92 0.05 -0.30 0.001
C 2.881 -8.314 7.630 -1.32 -1.34 -0.03 0.001
O 1.781 -9.067 8.227 1.18 2.13 2.41 0.000
C 1.324 -8.466 9.499 0.14 -0.58 -1.37 0.000
N 2.627 -10.023 5.945 0.09 -0.30 -0.89 0.010
H 5.145 -7.899 6.478 0.69 -0.23 0.10 0.000
H 4.067 -7.929 5.199 -0.13 -0.42 -0.45 0.000
H 5.212 -9.345 5.390 0.10 0.37 -0.23 0.000
H 4.110 -10.047 7.395 -0.07 -0.05 0.18 0.000
H 2.537 -7.541 6.942 -0.71 0.32 -0.03 0.002
H 3.583 -7.793 8.281 -0.12 -0.36 0.67 0.000
H 0.450 -9.020 9.841 -0.13 0.02 -0.43 0.000
H 1.073 -7.418 9.335 -0.15 0.10 0.03 0.000
H 2.019 -8.525 10.337 0.60 -0.07 -0.27 0.000
H 3.121 -10.707 5.389 0.43 -1.03 0.48 0.000
H 2.512 -9.398 5.159 -0.88 0.57 0.04 0.010
```
Positions in Å, forces in eV/Å.

# 3
Computed, not measured: a cluster of 5 separate species, C14H39NO7 in total in a non-equilibrium geometry, with the ωB97M-V functional and the def2-TZVPD basis.

## Properties
HOMO-LUMO gap: 0.3599 hartree
charge: 0
LUMO: 0.45 eV
SMILES: COCCNCCOC.OCCO.CCO.CCO.CCO
HOMO level: -0.3434 hartree

```
61
Properties=species:S:1:pos:R:3:forces:R:3:mulliken_charge:R:1
C 0.782 4.316 -22.375 -0.53 -0.32 -0.29 -1.054
O 2.086 4.831 -22.630 0.15 -0.47 1.39 -0.073
C 2.939 5.073 -21.460 -0.78 1.93 -1.56 -0.803
C 3.447 3.860 -20.816 -0.42 -1.69 -1.20 -0.706
N 4.401 4.072 -19.774 0.29 -0.65 0.30 -0.253
C 3.871 4.849 -18.635 -0.83 -0.29 0.26 -0.106
C 5.040 5.243 -17.762 0.12 -2.22 -7.40 -0.857
O 4.816 5.646 -16.624 -4.11 5.01 10.15 -0.353
C 5.786 6.445 -16.010 0.66 0.62 -0.45 -0.728
H 0.642 3.881 -21.385 0.46 -0.17 0.04 0.425
H 0.579 3.553 -23.140 0.16 0.01 0.30 0.326
H -0.051 5.029 -22.462 0.60 0.52 -0.10 0.164
H 2.423 5.777 -20.819 -0.34 -0.06 0.41 0.438
H 3.779 5.646 -21.865 0.04 -0.10 -0.04 0.282
H 3.932 3.303 -21.639 0.04 0.01 0.41 0.206
H 2.614 3.213 -20.498 -0.22 0.11 0.14 0.498
H 4.608 3.065 -19.532 0.21 1.89 0.56 0.275
H 3.118 4.254 -18.116 -0.17 -0.03 0.42 0.376
H 3.353 5.822 -18.896 0.59 -1.21 -0.32 0.061
H 5.474 5.964 -18.368 1.78 1.55 -1.46 0.381
H 5.663 4.486 -17.539 2.96 -3.83 -1.39 0.434
H 5.446 6.709 -15.012 -0.24 0.29 -0.21 0.245
H 6.071 7.342 -16.646 -0.62 -0.76 0.71 0.302
H 6.718 5.900 -15.860 0.24 -0.38 -0.14 0.314
O 0.781 8.559 -25.275 -2.47 0.24 -1.34 -0.645
C 0.337 7.211 -25.172 0.09 1.07 0.55 0.278
C 1.487 6.390 -25.543 0.69 -2.22 -0.87 -0.418
O 2.517 6.518 -24.553 0.77 2.09 -3.12 -0.595
H 1.475 8.761 -24.692 1.58 0.00 1.38 0.336
H -0.003 6.943 -24.176 -0.04 0.19 0.37 -0.043
H -0.532 7.085 -25.805 0.02 0.14 -0.40 0.230
H 1.795 6.680 -26.572 0.57 0.21 0.93 0.317
H 1.217 5.318 -25.700 0.04 0.36 0.50 0.077
H 2.359 5.975 -23.819 -0.82 -1.79 1.58 0.463
C 2.609 8.743 -20.750 1.16 0.75 3.51 -1.232
C 2.085 8.651 -22.093 -0.30 -1.90 -1.00 0.466
O 3.173 8.864 -22.960 -0.40 1.80 -0.05 -0.620
H 3.172 9.700 -20.616 -0.56 -0.53 -0.15 0.387
H 3.372 7.971 -20.456 -0.84 0.36 -0.53 0.084
H 1.795 8.743 -19.994 0.44 -0.10 -0.25 0.356
H 1.281 9.353 -22.247 -0.16 0.52 -0.32 0.428
H 1.633 7.632 -22.245 0.28 0.75 -0.14 -0.231
H 3.383 8.066 -23.392 0.25 -1.58 -1.16 0.425
C 3.004 2.301 -24.780 1.02 2.29 -1.79 -1.052
C 2.957 1.513 -23.604 -1.99 -2.43 1.40 -0.056
O 4.247 1.145 -23.322 1.93 -1.02 1.83 -0.558
H 3.652 3.146 -24.481 -0.48 0.20 -0.86 0.150
H 2.041 2.596 -25.158 -0.38 0.45 0.01 0.272
H 3.505 1.743 -25.574 0.04 0.06 0.05 0.443
H 2.416 0.595 -23.837 -0.61 -0.27 0.21 0.422
H 2.485 1.957 -22.720 -0.17 0.37 -0.24 0.115
H 4.175 0.578 -22.529 0.57 0.34 -0.62 0.325
C -2.187 4.856 -24.715 0.80 0.65 -1.28 -0.545
C -3.117 5.758 -24.016 -0.58 1.21 -0.87 -0.348
O -2.332 6.871 -23.600 0.12 -0.52 0.92 -0.416
H -1.872 5.390 -25.620 0.38 -0.19 0.22 0.142
H -2.745 4.049 -25.084 -0.61 -1.60 -0.36 0.506
H -1.310 4.529 -24.169 -0.10 -0.02 0.24 -0.142
H -3.749 5.199 -23.328 0.30 0.43 1.03 0.310
H -3.815 6.157 -24.764 -0.17 -0.27 -0.02 0.334
H -2.867 7.612 -23.329 -0.40 0.20 0.13 0.241
```
Positions in Å, forces in eV/Å.

# 4
Computed, not measured: a cluster of 6 separate species, C14H39NO7S6 in total in a non-equilibrium geometry, with the ωB97M-V functional and the def2-TZVPD basis.

## Properties
HOMO-LUMO gap: 0.3078 hartree
charge: 0
LUMO: 0.37 eV
ΔE to the lowest compared entry with this formula, charge and spin: 4.09 kcal/mol
HOMO level: -0.2942 hartree

```
67
Properties=species:S:1:pos:R:3:forces:R:3:mulliken_charge:R:1
C -2.923 -0.234 -5.539 0.09 -0.07 -0.32 -0.669
C -2.842 1.002 -6.422 -0.03 -0.16 0.23 -0.454
S -3.176 2.599 -5.638 -0.11 -0.06 0.01 -0.152
C -1.833 2.862 -4.451 0.00 0.49 0.50 -0.563
N -1.869 2.089 -3.205 -0.58 -0.44 -0.62 0.134
C -3.086 2.102 -2.560 -0.14 1.50 0.73 0.493
O -3.681 3.122 -2.232 0.41 -1.36 -0.75 -0.624
O -3.546 0.855 -2.231 0.66 -0.12 -0.25 -0.357
H -2.579 -1.086 -6.120 0.07 -0.21 -0.07 0.385
H -3.945 -0.448 -5.252 -0.23 0.09 0.26 0.244
H -2.298 -0.177 -4.660 0.09 0.01 0.25 0.034
H -3.620 0.923 -7.173 -0.14 0.12 -0.25 0.326
H -1.901 1.007 -6.961 0.28 0.24 0.00 0.329
H -0.866 2.725 -4.914 0.21 -0.22 -0.13 0.543
H -1.893 3.914 -4.185 -0.13 0.03 -0.19 0.192
H -1.505 1.151 -3.333 0.04 -0.10 0.41 0.043
H -4.471 0.831 -2.474 -0.53 0.13 0.29 0.264
C 0.206 -2.661 -1.414 0.13 -0.08 -0.13 -0.660
S -1.102 -1.464 -1.657 -0.09 -0.10 0.04 0.552
O -0.508 -0.335 -2.443 0.05 -0.01 -0.13 -0.736
C -1.209 -0.916 0.043 -0.07 0.18 0.20 -0.615
H 0.445 -3.093 -2.386 -0.09 0.05 -0.03 0.383
H 1.080 -2.169 -0.997 -0.02 0.06 0.05 0.147
H -0.152 -3.435 -0.737 -0.04 0.03 0.06 0.194
H -0.244 -0.532 0.373 0.05 -0.09 -0.13 0.042
H -1.515 -1.756 0.665 0.02 -0.07 -0.04 0.283
H -1.960 -0.129 0.091 -0.03 -0.03 -0.13 0.369
C -0.062 7.234 -1.510 0.01 0.09 0.02 -1.031
S -0.520 5.545 -1.923 -0.05 -0.06 0.05 0.532
O -1.138 5.593 -3.275 0.12 0.25 0.01 -0.642
C -1.869 5.415 -0.750 -0.01 -0.02 0.14 -0.737
H 0.747 7.532 -2.173 0.01 -0.03 -0.02 0.340
H -0.919 7.891 -1.655 -0.03 -0.04 -0.02 0.308
H 0.279 7.272 -0.475 0.01 -0.01 0.01 0.371
H -2.600 6.199 -0.949 0.02 0.01 -0.05 0.274
H -1.474 5.502 0.263 0.02 0.00 0.00 0.383
H -2.332 4.442 -0.890 -0.01 0.00 -0.08 0.137
C -3.304 -5.637 2.411 -0.08 -0.01 0.04 -0.998
S -2.044 -5.577 1.132 -0.02 -0.05 0.00 0.405
O -1.693 -4.144 0.944 -0.03 0.04 0.01 -0.503
C -3.131 -6.022 -0.227 -0.07 -0.03 -0.05 -0.967
H -2.839 -5.341 3.348 0.04 0.01 -0.01 0.319
H -4.108 -4.945 2.162 0.03 0.02 -0.04 0.306
H -3.684 -6.655 2.495 0.01 -0.01 0.00 0.396
H -3.946 -5.302 -0.292 0.03 0.03 0.03 0.304
H -3.517 -7.028 -0.067 0.01 -0.01 0.00 0.398
H -2.544 -5.996 -1.143 0.04 0.01 0.01 0.303
C 2.765 -2.078 3.500 0.04 -0.15 0.13 -0.819
S 2.044 -0.927 2.330 0.00 0.09 0.10 0.434
O 1.916 -1.642 1.031 0.11 -0.05 0.00 -0.569
C 3.479 0.140 2.200 0.08 0.11 0.04 -0.898
H 2.037 -2.866 3.687 -0.05 0.02 -0.07 0.370
H 3.671 -2.513 3.075 -0.02 0.02 -0.07 0.278
H 2.990 -1.553 4.429 -0.05 0.08 -0.07 0.249
H 4.334 -0.446 1.859 -0.04 -0.04 -0.03 0.259
H 3.679 0.585 3.175 -0.01 -0.03 0.03 0.328
H 3.249 0.915 1.472 -0.04 -0.03 -0.03 0.351
C 6.751 -0.515 4.982 0.06 0.04 -0.03 -0.961
S 5.289 -0.787 5.989 0.09 -0.06 0.06 0.531
O 4.236 0.136 5.484 0.00 0.07 -0.01 -0.608
C 5.947 -0.050 7.488 0.04 0.04 0.06 -1.001
H 6.534 -0.871 3.977 -0.04 -0.02 0.00 0.278
H 6.981 0.550 4.955 -0.04 0.01 0.02 0.323
H 7.585 -1.079 5.397 -0.01 -0.02 0.00 0.409
H 6.233 0.982 7.290 -0.03 0.00 -0.04 0.302
H 6.806 -0.629 7.827 -0.01 -0.02 0.00 0.382
H 5.165 -0.079 8.243 -0.04 -0.02 -0.02 0.338
```
Positions in Å, forces in eV/Å.

no.,calculated total energy (Ha)
1,-1837.50408
2,-1319.52101
3,-1138.03018
4,-3527.25187